Density functional theory data (ωB97M-V/def2-TZVPD) for 8 unconnected molecules or ions with the total composition C58H90FIN5O17.

Structure (XYZ):
```
172
Properties=species:S:1:pos:R:3:lowdin_charge:R:1
C 0.6824 2.3733 0.9828 0.071
C 0.3167 1.0528 0.9864 -0.054
C -0.6167 0.4038 2.0518 -0.245
C -0.4308 -1.0968 1.7722 -0.069
C -1.1758 -2.0405 2.7485 -0.195
O -2.1776 -2.7610 2.0916 -0.136
C -1.6804 -3.8036 1.2689 -0.161
C -2.5056 -3.8448 -0.0093 -0.156
O -1.8052 -4.5579 -1.0075 -0.043
C -1.2370 -3.7911 -1.9961 -0.287
C 0.1344 -3.8960 -2.2002 0.007
C 0.7534 -3.1358 -3.1769 -0.035
C 0.0528 -2.2252 -3.9722 -0.185
C 0.7727 -1.4041 -5.0330 -0.460
C 1.2256 -2.4359 -6.1151 -0.032
C -0.1595 -0.4309 -5.7800 -0.047
C 2.0652 -0.7144 -4.5281 -0.098
C 2.0233 0.0885 -3.2005 -0.538
C 0.6989 0.7947 -2.9089 -0.042
C 3.0824 1.2062 -3.3538 -0.067
C 2.4736 -0.7387 -1.9779 -0.055
C -1.3265 -2.1498 -3.7681 -0.017
C -1.9626 -2.9254 -2.8020 0.001
N -0.1965 0.9463 3.3723 0.025
C 1.1788 0.8585 3.9154 -0.635
I 1.3659 1.7625 5.8443 1.026
C 1.7698 -0.5653 3.9209 -0.255
C 2.9003 -0.7595 2.8868 -0.060
C -1.1925 1.5397 3.9228 0.022
C -2.4430 1.5503 3.1655 -0.149
C -3.7437 1.2224 3.8845 -0.063
C -4.8615 2.2296 3.5533 -0.674
N -4.4289 3.5906 3.8385 0.109
N -6.0715 1.9524 4.3177 0.094
N -5.2146 2.0483 2.1497 0.109
C -2.0836 0.8416 1.8359 -0.338
F -2.9198 -0.1295 1.4657 0.149
O -2.2363 1.9003 0.8349 0.048
C -2.7253 1.5194 -0.3124 -0.321
N -3.1652 1.3267 -1.3525 0.210
H -0.0784 3.1389 0.8288 0.079
H 1.6985 2.7310 1.1189 0.077
H 0.6488 0.3984 0.1829 0.103
H -0.8120 -1.2604 0.7648 0.141
H 0.6324 -1.3088 1.7413 0.095
H -0.4773 -2.7176 3.2517 0.124
H -1.6449 -1.4494 3.5404 0.129
H -1.7819 -4.7627 1.7847 0.129
H -0.6291 -3.6987 0.9823 0.132
H -2.7418 -2.8148 -0.2860 0.124
H -3.4521 -4.3578 0.1623 0.127
H 0.6951 -4.5809 -1.5771 0.120
H 1.8232 -3.2124 -3.3210 0.113
H 2.1519 -2.9341 -5.8401 0.082
H 0.4300 -3.1670 -6.2561 0.094
H 1.3422 -1.9324 -7.0762 0.071
H 0.4688 0.3646 -6.1873 0.082
H -0.6637 -0.9106 -6.6155 0.088
H -0.8661 0.0660 -5.1210 0.065
H 2.8046 -1.5044 -4.3887 0.108
H 2.4309 -0.0699 -5.3255 0.098
H 0.3500 1.3640 -3.7673 0.085
H 0.8682 1.5051 -2.0936 0.068
H -0.0608 0.0991 -2.5526 0.074
H 2.7863 1.8525 -4.1772 0.057
H 4.0811 0.8085 -3.5197 0.102
H 3.0600 1.8255 -2.4534 0.078
H 1.6349 -1.1986 -1.4527 0.061
H 3.1599 -1.5214 -2.2987 0.080
H 3.0318 -0.1065 -1.2851 0.074
H -1.9620 -1.5035 -4.3541 0.108
H -3.0356 -2.8494 -2.6775 0.123
H 1.7945 1.4615 3.2587 0.064
H 1.0144 -1.3385 3.8338 0.088
H 2.2321 -0.7243 4.8911 0.048
H 2.6727 -1.5276 2.1514 0.075
H 3.8073 -1.0458 3.4104 0.060
H 3.1347 0.1652 2.3581 0.076
H -1.1788 2.0520 4.8753 0.089
H -2.5250 2.6169 2.8826 0.166
H -3.5834 1.2307 4.9651 0.126
H -4.1051 0.2289 3.6218 0.126
H -4.8573 3.9715 4.6784 0.046
H -4.6177 4.2049 3.0622 0.083
H -5.8334 2.0645 5.2957 0.060
H -6.3751 1.0027 4.1282 0.087
H -4.6448 2.6276 1.5431 0.069
H -6.1734 2.3516 2.0187 0.093
O -8.4443 -6.9919 1.3889 0.130
C -7.7524 -6.0434 1.6022 -0.478
O -8.2429 -4.7741 1.6314 0.022
C -7.1724 -3.8351 1.8002 -0.161
C -6.0357 -4.6300 2.4312 -0.161
C -6.2526 -6.0199 1.8352 -0.075
H -6.9051 -3.4347 0.8187 0.124
H -7.5181 -3.0172 2.4292 0.120
H -5.0522 -4.2064 2.2312 0.100
H -6.1667 -4.6718 3.5127 0.111
H -5.7472 -6.1379 0.8757 0.132
H -5.9526 -6.8120 2.5108 0.109
O -3.5044 -7.2280 2.9289 0.128
C -3.1955 -6.7978 3.9997 -0.483
O -3.8852 -5.8135 4.6284 0.011
C -3.2103 -5.4312 5.8384 -0.152
C -2.3427 -6.6281 6.2087 -0.149
C -1.9946 -7.2008 4.8353 -0.068
H -2.6180 -4.5351 5.6343 0.120
H -3.9528 -5.1956 6.5968 0.126
H -1.4787 -6.3609 6.8135 0.115
H -2.9336 -7.3528 6.7695 0.121
H -1.1033 -6.7359 4.4105 0.128
H -1.8825 -8.2806 4.8480 0.129
O 3.9925 1.4608 -6.4800 0.098
C 3.5468 1.5597 -7.5893 -0.488
O 2.8989 2.6676 -8.0096 0.022
C 2.3908 2.4702 -9.3469 -0.137
C 3.2468 1.3551 -9.9274 -0.138
C 3.5731 0.5216 -8.6919 -0.058
H 1.3354 2.1969 -9.2811 0.126
H 2.4756 3.4023 -9.8990 0.127
H 2.7503 0.7994 -10.7196 0.123
H 4.1684 1.7723 -10.3329 0.100
H 2.8116 -0.2327 -8.4830 0.121
H 4.5518 0.0525 -8.7508 0.123
O -6.1924 4.0604 6.2700 0.088
C -6.1999 5.1545 6.7690 -0.468
O -5.8258 6.2518 6.0875 0.033
C -5.8303 7.4044 6.9569 -0.140
C -6.7695 7.0333 8.0965 -0.145
C -6.5663 5.5210 8.1914 -0.065
H -4.8087 7.5803 7.2982 0.128
H -6.1655 8.2704 6.3933 0.128
H -6.5585 7.5713 9.0175 0.119
H -7.7999 7.2467 7.8114 0.122
H -5.7327 5.2560 8.8436 0.134
H -7.4633 4.9945 8.5038 0.129
O 6.7281 1.1625 -11.4504 0.123
C 7.0798 1.5443 -10.3741 -0.496
O 6.5819 2.6639 -9.7870 0.008
C 7.2702 2.9121 -8.5430 -0.144
C 7.8475 1.5681 -8.1261 -0.148
C 8.1298 0.9138 -9.4781 -0.070
H 8.0446 3.6599 -8.7234 0.128
H 6.5605 3.3062 -7.8192 0.121
H 8.7193 1.6584 -7.4823 0.118
H 7.0914 0.9933 -7.5881 0.112
H 9.1163 1.1729 -9.8645 0.133
H 8.0106 -0.1653 -9.4510 0.125
O 5.9540 4.2547 -3.5594 0.123
C 4.9829 4.9203 -3.7629 -0.481
O 4.7884 6.1258 -3.1666 0.021
C 3.4951 6.6466 -3.5119 -0.161
C 3.1116 5.9427 -4.8069 -0.148
C 3.7929 4.5848 -4.6415 -0.071
H 2.8033 6.4196 -2.6967 0.122
H 3.5665 7.7262 -3.6200 0.123
H 2.0359 5.8868 -4.9618 0.115
H 3.5455 6.4693 -5.6578 0.119
H 3.1626 3.8720 -4.1138 0.103
H 4.1146 4.1627 -5.5889 0.115
O 4.3686 -2.1423 5.4581 0.112
C 4.7157 -1.7044 6.5185 -0.476
O 3.9826 -0.7834 7.1832 -0.012
C 4.6819 -0.3546 8.3704 -0.148
C 5.6539 -1.4843 8.6853 -0.145
C 5.9794 -2.0192 7.2901 -0.065
H 5.1924 0.5845 8.1488 0.128
H 3.9598 -0.1843 9.1648 0.125
H 6.5222 -1.1558 9.2513 0.120
H 5.1478 -2.2570 9.2648 0.121
H 6.8106 -1.4855 6.8271 0.136
H 6.1754 -3.0872 7.2837 0.129
```

HOMO (eV): -10.062
LUMO (eV): -3.58
M (g/mol): 1275.28
Net charge: +1

Density functional theory data (ωB97M-V/def2-TZVPD) for 7 unconnected molecules or ions with the total composition C59H126F9N5O2P.

Structure (XYZ):
```
202
Properties=species:S:1:pos:R:3:lowdin_charge:R:1
C -0.0166 -1.3824 -4.7467 -0.135
C 1.0229 -2.3981 -4.5680 -0.263
C 2.3638 -1.8684 -5.0955 -0.194
C 2.7868 -0.5265 -4.4919 -0.118
N 4.1517 0.0766 -4.8443 -0.166
C 4.6870 -0.2678 -6.2294 -0.075
C 6.2603 -0.1389 -6.1867 -0.102
C 6.5255 -0.2970 -4.6993 -0.192
C 5.2837 -0.5712 -4.0312 -0.153
C 4.1450 1.6529 -4.6448 -0.065
C 3.8496 1.9862 -3.1809 -0.184
C 3.5648 3.5328 -2.9097 -0.056
H -0.9964 -1.7152 -4.5537 0.059
H -0.0020 -0.8898 -5.7584 0.104
H 0.1451 -0.4672 -4.1465 0.079
H 0.8059 -3.2680 -5.2106 0.124
H 1.0995 -2.6701 -3.4907 0.108
H 2.1745 -1.8894 -6.1786 0.120
H 3.0814 -2.6533 -4.8277 0.118
H 2.7195 -0.6818 -3.4133 0.096
H 2.0192 0.2143 -4.7756 0.125
H 4.2058 0.4481 -6.8808 0.133
H 4.4720 -1.2954 -6.4358 0.114
H 6.6287 0.8037 -6.6115 0.119
H 6.6475 -1.0271 -6.7633 0.138
H 6.9418 0.6109 -4.2405 0.130
H 7.2167 -1.1032 -4.4593 0.123
H 5.2616 -0.1334 -3.0506 0.090
H 5.0086 -1.6027 -3.9903 0.131
H 3.3029 2.0175 -5.2397 0.132
H 5.1107 1.9772 -5.1327 0.150
H 4.7064 1.6642 -2.5886 0.072
H 2.9802 1.4136 -2.7944 0.119
H 3.9191 4.1879 -3.7045 0.070
H 4.0018 3.9942 -1.9903 0.078
H 2.5393 3.7588 -2.8619 0.048
C -7.9857 -2.0153 -0.0469 -0.108
C -8.1738 -0.7480 0.7363 -0.216
C -7.4490 0.3747 -0.0347 -0.168
C -8.2235 0.9362 -1.1960 -0.127
N -7.5565 2.0664 -1.8903 -0.233
C -7.3863 3.2475 -1.0387 -0.126
C -7.0602 4.3647 -2.0056 -0.125
C -7.7695 3.9849 -3.3263 -0.105
C -8.3531 2.5800 -3.0484 -0.067
C -6.2073 1.5874 -2.4077 -0.121
C -6.2644 0.3996 -3.3214 -0.242
C -5.4537 0.6864 -4.5781 -0.104
H -6.9891 -2.3421 -0.1844 0.063
H -8.3984 -1.8548 -1.0460 0.077
H -8.5013 -2.8844 0.2865 0.068
H -7.7500 -0.7510 1.7536 0.121
H -9.2364 -0.5278 0.7807 0.112
H -6.4933 0.0012 -0.4306 0.115
H -7.2272 1.1730 0.6746 0.120
H -9.2142 1.2748 -0.9553 0.140
H -8.4065 0.2822 -2.0327 0.114
H -6.6508 3.0655 -0.2694 0.102
H -8.2798 3.4068 -0.3961 0.161
H -5.9947 4.4941 -2.1285 0.114
H -7.4784 5.2986 -1.6165 0.125
H -7.0824 4.0349 -4.1466 0.108
H -8.5206 4.6975 -3.5561 0.105
H -8.2120 1.9024 -3.8584 0.113
H -9.4043 2.6498 -2.8784 0.137
H -5.6271 1.4495 -1.4936 0.112
H -5.7254 2.4748 -2.8260 0.132
H -7.2917 0.1132 -3.6134 0.105
H -5.9340 -0.5691 -2.8094 0.142
H -6.0238 1.4096 -5.2511 0.099
H -5.2140 -0.1350 -5.3189 0.091
H -4.4370 1.0222 -4.2573 0.089
C -2.3173 2.3259 6.1113 -0.087
C -3.2585 3.2623 5.3269 -0.264
C -2.7041 4.7228 5.3278 -0.165
C -3.7533 5.4936 4.4866 -0.094
N -3.6356 7.0686 4.4456 -0.196
C -3.9824 7.5792 5.8487 -0.071
C -5.5046 7.6442 5.8345 -0.145
C -5.9035 8.1654 4.4429 -0.107
C -4.7711 7.6296 3.5358 -0.035
C -2.3184 7.4695 3.9434 -0.144
C -2.1602 8.9789 3.8858 -0.222
C -0.6580 9.3331 3.9836 -0.069
H -2.5529 2.5152 7.1537 0.065
H -1.2804 2.5641 5.8962 0.072
H -2.6101 1.2585 5.9387 0.087
H -4.2982 3.2767 5.6643 0.114
H -3.2325 3.0154 4.2899 0.052
H -1.9269 4.5440 4.6203 0.092
H -2.4423 5.0707 6.4048 0.149
H -4.7428 5.1959 4.7469 0.116
H -3.6526 5.2201 3.4278 0.108
H -3.4935 8.5275 6.0763 0.126
H -3.5508 6.7729 6.5292 0.137
H -5.8591 8.2825 6.6045 0.108
H -5.9632 6.6918 6.0855 0.115
H -5.9909 9.2458 4.5632 0.122
H -6.8620 7.8838 4.1316 0.097
H -4.2575 8.4086 2.9719 0.114
H -5.1696 6.8812 2.9255 0.112
H -2.1510 6.9447 3.0164 0.149
H -1.5676 7.0929 4.6404 0.132
H -2.7102 9.4689 4.6457 0.091
H -2.5380 9.3377 2.9615 0.096
H -0.5366 10.4087 3.9216 0.079
H -0.0685 8.9008 3.1652 0.084
H -0.2819 8.8615 4.9074 0.084
C -0.9869 -3.7528 2.7928 -0.106
C -0.0908 -4.7280 3.5387 -0.259
C 0.4617 -5.8256 2.6767 -0.194
C -0.6371 -6.7437 2.1250 -0.114
N -0.1503 -7.6882 1.1145 -0.226
C 0.8865 -8.7236 1.6010 -0.026
C 1.7042 -9.0818 0.2579 -0.097
C 1.1296 -8.1305 -0.8203 -0.137
C 0.5451 -7.0049 -0.0010 -0.138
C -1.4275 -8.5129 0.5605 -0.074
C -2.1661 -7.7775 -0.4796 -0.247
C -3.4027 -8.6266 -0.8909 -0.066
H -0.5375 -3.5362 1.7947 0.067
H -1.0869 -2.7594 3.2965 0.096
H -1.9379 -4.2089 2.5048 0.064
H -0.4367 -4.9900 4.5751 0.131
H 0.7724 -4.1249 3.8726 0.112
H 1.2369 -6.4088 3.1145 0.098
H 1.0877 -5.3592 1.8488 0.106
H -1.3303 -6.1155 1.5553 0.128
H -1.1009 -7.2986 2.9155 0.144
H 0.3043 -9.4992 2.1612 0.154
H 1.5811 -8.1560 2.1946 0.105
H 1.5899 -10.1411 0.0243 0.114
H 2.7441 -8.9636 0.4816 0.103
H 0.3978 -8.6657 -1.4197 0.106
H 1.9039 -7.7311 -1.4971 0.134
H -0.1406 -6.3390 -0.5706 0.151
H 1.3494 -6.4469 0.4287 0.110
H -2.0140 -8.7873 1.3876 0.123
H -0.8941 -9.4127 0.1091 0.155
H -1.5880 -7.6933 -1.3998 0.107
H -2.5524 -6.8259 -0.2709 0.098
H -3.3491 -9.6708 -0.6432 0.071
H -3.7432 -8.4217 -1.8871 0.072
H -4.2638 -8.2696 -0.2127 0.110
C 6.0529 3.5167 0.9939 -0.100
C 5.7076 2.2270 0.2506 -0.251
C 6.6670 1.0483 0.5756 -0.127
C 6.2189 -0.1956 -0.3137 -0.095
N 6.8284 -1.5556 -0.0686 -0.209
C 6.3041 -2.4252 -1.1853 -0.065
C 6.4627 -3.8403 -0.5815 -0.142
C 6.2529 -3.7455 0.8891 -0.125
C 6.2222 -2.2188 1.1752 -0.041
C 8.2681 -1.5024 0.1466 -0.148
C 9.0165 -0.9056 -1.0237 -0.208
C 10.5307 -1.2802 -0.9110 -0.075
H 6.0824 3.4199 2.0695 0.068
H 5.2736 4.2439 0.8419 0.063
H 6.9919 4.0459 0.7258 0.092
H 5.8524 2.5183 -0.7998 0.097
H 4.7237 1.9224 0.3637 0.083
H 6.5457 0.8302 1.6478 0.113
H 7.7480 1.3601 0.4435 0.125
H 6.4826 -0.0337 -1.3116 0.086
H 5.1234 -0.4036 -0.2623 0.120
H 6.7797 -2.3158 -2.1373 0.111
H 5.2584 -2.1278 -1.3355 0.098
H 7.3728 -4.2615 -0.8190 0.086
H 5.8015 -4.5834 -1.0237 0.121
H 7.0702 -4.2300 1.4594 0.131
H 5.3614 -4.1584 1.2454 0.085
H 6.7691 -1.8466 2.0067 0.121
H 5.1860 -1.8492 1.2818 0.121
H 8.6453 -2.4626 0.3012 0.121
H 8.4813 -0.9603 1.0094 0.123
H 8.9931 0.1703 -0.8806 0.100
H 8.7988 -1.3032 -2.0101 0.105
H 10.6242 -2.3563 -0.8496 0.073
H 10.9053 -0.8238 0.0275 0.089
H 11.0597 -0.8245 -1.7805 0.094
P -3.5441 2.9222 1.2369 0.165
F -3.6557 1.4266 1.5905 -0.103
F -4.7283 3.2096 2.2869 -0.162
F -2.4997 3.1389 2.5164 -0.195
F -3.5019 4.5236 0.9310 -0.176
F -2.3089 2.6742 0.2169 -0.154
F -4.6130 2.7255 -0.0325 -0.200
C 2.4826 -1.6373 -0.5153 -0.487
O 3.0800 -1.2819 0.7312 -0.153
O 3.3071 -1.4589 -1.5203 -0.170
C 2.1671 -3.2012 -0.2964 -0.518
F 1.4311 -3.6654 -1.3235 0.116
F 3.2920 -3.9705 -0.2104 0.111
F 1.5199 -3.4212 0.8518 0.107
C 2.2131 -0.5455 1.5968 -0.226
C 2.9962 -0.2248 2.8969 -0.045
H 3.9266 0.3658 2.8062 0.076
H 2.2992 0.2904 3.5573 0.078
H 3.2035 -1.1047 3.3893 0.039
H 1.4215 -1.2398 1.8490 0.098
H 1.7786 0.3217 1.0410 0.134
H 1.4797 -1.2038 -0.6019 0.147
```

HOMO (eV): -12.917
LUMO (eV): -4.32
M (g/mol): 1139.65
Net charge: +3